i | C18H17N3O2S | the ωB97M-V functional and the def2-TZVPD basis

```
41
Properties=species:S:1:pos:R:3
C -0.370 -4.426 -6.523
H 2.325 -2.511 -7.305
N -0.663 -3.189 -2.417
C -1.028 -0.448 2.827
C 1.530 -2.970 -6.742
N 0.787 -1.394 -2.906
H -2.269 3.598 5.084
C 0.148 -2.528 -3.245
H -1.277 -4.502 -4.580
C -0.469 4.484 3.333
H -1.594 -3.133 -0.586
H 1.222 0.002 -1.449
C -0.533 -4.013 -5.226
C -0.312 -1.105 0.616
H -0.542 5.471 3.770
H -1.197 3.030 6.338
C -0.192 3.458 4.456
H 1.293 2.695 5.830
C -0.165 0.442 2.220
C 0.692 -3.922 -7.281
H 2.056 3.499 4.415
C 1.273 -2.425 -5.468
C 0.277 -2.988 -4.660
N 0.240 0.028 0.937
C 0.679 -0.918 -1.664
S -1.369 -1.811 1.802
H 1.292 4.463 5.674
H 1.979 -1.672 -5.087
C -0.123 -1.589 -0.746
H 0.867 -4.377 -8.223
H -1.206 4.724 5.933
H -0.999 -5.219 -6.916
O 1.221 2.307 2.272
C 1.198 3.528 5.124
H 0.302 4.496 2.566
C 0.303 1.692 2.852
C -1.269 3.723 5.506
O -0.426 2.122 3.918
H -1.458 4.299 2.924
H -1.416 -0.235 3.813
C -0.808 -2.685 -1.186
```

As for the highest occupied orbital energy: -8.67 eV. As for the spin multiplicity: 1. The calculation puts the LUMO energy at -0.322 eV. The SMILES is CC(C)(C)OC(=O)c1csc(-c2cnc(-c3ccccc3)nc2)n1.

ii | C18H17N3O2S | the ωB97M-V functional and the def2-TZVPD basis

```
41
Properties=species:S:1:pos:R:3
H 6.043 4.005 2.567
H 2.086 0.260 -1.061
O 0.948 1.466 -2.212
H 0.345 -0.759 -0.602
O 1.928 0.810 2.861
H -6.341 -3.050 -0.995
C -5.323 -4.257 0.499
H -4.156 -5.402 1.704
H -1.122 1.971 -3.699
S -4.455 -0.904 -1.637
C 2.742 1.394 2.220
H -3.523 0.881 -3.465
N -1.785 -1.993 -0.161
C -1.384 1.232 -2.938
C -1.667 -0.836 -1.034
C -0.476 -0.235 -1.260
H 4.543 1.456 3.701
C -5.369 -3.173 -0.407
H 2.683 1.824 -1.545
H 1.049 2.969 -0.124
H -2.128 -4.096 1.234
C -4.130 -4.571 1.013
C -0.298 0.823 -2.132
H 6.562 3.362 0.937
H 3.954 3.536 0.112
C -2.983 -3.806 0.784
N 2.682 2.038 1.014
C 6.077 3.148 1.925
H -0.963 -2.479 0.039
C -2.845 -0.287 -1.759
H 6.665 2.397 2.321
C -2.652 0.635 -2.802
H -6.144 -4.912 0.643
N 3.928 2.703 0.730
C -2.998 -2.698 -0.021
C 1.448 1.992 0.130
H 0.649 1.327 0.595
C -4.285 -2.328 -0.644
C 1.799 1.316 -1.146
C 4.123 1.712 2.761
C 4.774 2.530 1.852
```

As for the highest occupied orbital energy: -7.01 eV. As for the spin multiplicity: 1. The calculation puts the LUMO energy at 0.597 eV. The SMILES is Cc1cc(=O)n(CCOc2ccc3c(c2)Nc2ccccc2S3)[nH]1.

Most stable structure, least stable structure: i, ii.

i | C5H14O | the ωB97M-V functional and the def2-TZVPD basis

```
20
Properties=species:S:1:pos:R:3
C 0.026 -2.308 -0.875
H -1.952 0.001 -1.818
H -1.941 -2.036 -1.625
H 0.025 -3.256 -1.516
H -1.970 -2.184 0.043
C -1.421 -0.265 -0.821
H 0.400 2.646 -0.139
O 2.403 2.168 0.118
H 0.808 2.437 2.377
H 2.775 2.131 0.964
H -0.370 1.325 1.782
H 0.613 -1.569 -1.386
C -1.403 -1.784 -0.737
H 0.939 0.856 -0.153
H -0.338 0.025 -0.764
H 1.092 0.689 2.240
H 0.430 -2.341 0.132
C 0.642 1.578 1.740
H -1.792 0.047 0.114
C 1.033 1.839 0.323
```

As for the highest occupied orbital energy: -10.14 eV. As for the spin multiplicity: 1. The calculation puts the LUMO energy at 0.953 eV. The SMILES is CCC.CCO.

ii | C5H14O | the ωB97M-V functional and the def2-TZVPD basis

```
20
Properties=species:S:1:pos:R:3
H 0.481 0.641 -1.306
H 1.145 0.394 0.512
H 2.191 2.648 2.299
H -2.535 -1.434 0.582
C -0.281 -1.623 -1.974
H 1.572 2.618 0.582
H 2.393 0.394 1.688
C -2.101 -0.977 -0.298
H -0.913 -2.470 -2.229
H -0.713 -0.914 -2.828
H 0.684 0.174 2.227
C -0.592 -0.988 -0.647
H 0.791 -1.822 -2.113
O -0.379 0.403 -0.815
H 0.402 2.547 2.188
H 0.032 -1.441 0.261
H -2.635 -1.256 -1.064
C 1.357 0.778 1.514
C 1.401 2.273 1.582
H -2.299 0.056 -0.160
```

As for the highest occupied orbital energy: -10.14 eV. As for the spin multiplicity: 1. The calculation puts the LUMO energy at 0.894 eV. The SMILES is CC(C)O.CC.

Most stable structure, least stable structure: i, ii.

i | C5H14O | the ωB97M-V functional and the def2-TZVPD basis

```
20
Properties=species:S:1:pos:R:3
O -3.009 0.374 -0.675
H 2.477 1.046 1.477
C 0.158 1.684 -0.161
C 0.710 0.379 0.439
C 0.280 -0.765 -0.489
H 1.157 -2.411 0.632
H -0.090 -2.913 -0.467
H 0.009 1.587 -1.225
C 0.196 -2.103 0.209
H -0.525 -2.163 1.027
H -3.885 0.396 -0.276
H 1.003 -0.828 -1.317
H -0.657 -0.603 -1.022
H 2.691 -0.593 0.734
H 0.717 2.571 0.155
C 2.225 0.386 0.649
H -0.782 1.916 0.352
H 2.701 0.814 -0.241
H -2.431 0.457 0.102
H 0.285 0.124 1.416
```

As for the highest occupied orbital energy: -10.93 eV. As for the spin multiplicity: 1. The calculation puts the LUMO energy at 0.851 eV. The SMILES is CCC(C)C.O.

ii | C5H14O | the ωB97M-V functional and the def2-TZVPD basis

```
20
Properties=species:S:1:pos:R:3
H -0.436 2.035 -1.844
H -0.867 -2.671 -1.009
H 2.266 0.579 0.612
H 0.885 0.824 -2.194
H -0.379 0.471 0.077
C -1.485 -3.033 -0.195
H 1.271 2.405 -1.555
H -2.451 -3.280 -0.634
H 0.011 1.963 1.814
C 0.523 1.611 -1.544
H -2.081 -2.313 1.791
H -2.079 -1.046 0.527
C 0.498 1.082 -0.112
C 0.574 2.204 0.917
H 0.093 3.097 0.506
H -1.050 -3.930 0.234
C -1.588 -1.948 0.885
O 1.630 0.199 0.005
H 1.594 2.506 1.181
H -0.569 -1.657 1.135
```

As for the highest occupied orbital energy: -10.20 eV. As for the spin multiplicity: 1. The calculation puts the LUMO energy at 0.951 eV. The SMILES is CC(C)O.CC.

iii | C5H14O | the ωB97M-V functional and the def2-TZVPD basis

```
20
Properties=species:S:1:pos:R:3
H 2.310 2.979 1.256
C 1.935 1.073 1.082
H -0.829 0.577 0.466
H 2.494 0.334 0.382
H -2.976 -0.486 -0.948
H 1.183 1.600 0.422
C -0.768 -1.987 0.083
H -2.489 -0.483 -2.630
C 2.871 2.094 1.574
H 3.025 2.021 2.602
C -1.007 -0.814 -0.891
H 0.054 -1.786 0.762
H -0.077 -0.739 -1.578
H 3.897 2.151 1.233
H 1.553 0.621 2.016
O -0.986 0.515 -0.471
H -2.464 -2.136 -1.537
C -2.329 -0.985 -1.633
H -0.385 -2.774 -0.477
H -1.630 -2.281 0.510
```

As for the highest occupied orbital energy: -9.72 eV. As for the spin multiplicity: 1. The calculation puts the LUMO energy at 0.967 eV. The SMILES is CC(C)O.CC.

Most stable structure, least stable structure: i, iii.

i | C5H14O | the ωB97M-V functional and the def2-TZVPD basis

```
20
Properties=species:S:1:pos:R:3
H 2.896 -2.401 -1.164
H -1.774 0.671 -0.875
H 2.563 -1.589 0.346
C -0.804 1.190 -0.857
H 0.577 -3.108 0.514
H -0.091 0.429 -1.166
H 1.954 -0.951 -1.148
C 0.863 -2.762 -0.481
H 0.517 1.746 0.724
H -0.883 1.949 -1.632
C -0.544 1.790 0.520
H -0.016 -2.232 -0.837
H -0.793 1.123 2.574
O -0.784 3.207 0.513
C -1.352 1.127 1.635
H -2.239 1.739 1.810
C 2.126 -1.875 -0.610
H -1.691 0.124 1.385
H -1.534 3.398 -0.068
H 1.008 -3.576 -1.181
```

As for the highest occupied orbital energy: -10.27 eV. As for the spin multiplicity: 1. The calculation puts the LUMO energy at 0.997 eV. The SMILES is CC(C)O.CC.

ii | C5H14O | the ωB97M-V functional and the def2-TZVPD basis

```
20
Properties=species:S:1:pos:R:3
C 0.461 0.031 -0.062
H 2.178 0.725 1.092
H 1.404 -1.908 -0.404
H -0.319 2.076 -0.155
H -1.853 -0.126 -1.646
H -1.167 -1.432 2.073
C 0.307 1.394 -0.761
H 0.699 -1.158 -1.870
C -2.047 -0.183 -0.555
H 1.300 1.871 -0.891
C 1.188 0.254 1.264
H -1.232 -0.822 2.499
H -2.892 -0.889 -0.437
H 0.594 0.917 1.922
H -2.383 0.796 -0.150
C 1.246 -0.950 -0.933
O -0.939 -0.656 0.164
H -0.138 1.291 -1.766
H 2.243 -0.527 -1.178
H 1.349 -0.703 1.793
```

As for the highest occupied orbital energy: -9.47 eV. As for the spin multiplicity: 1. The calculation puts the LUMO energy at 0.911 eV. The SMILES is COC(C)(C)C.[H][H].

Most stable structure, least stable structure: i, ii.